(1)
ORCA calculation (ωB97M-V with the def2-TZVPD basis set) on a molecular structure, C14H14F3N7O3RhS2Se in a non-equilibrium geometry.

```
45
Properties=species:S:1:pos:R:3:lowdin_charge:R:1
Rh 0.623 -0.224 -0.078 0.65
N -1.352 -0.902 0.098 0.00
C -1.372 -2.343 0.219 -0.21
C -2.511 -3.076 0.372 0.03
C -2.437 -4.480 0.484 -0.03
C -1.229 -5.116 0.460 0.00
C -0.033 -4.372 0.335 -0.14
C 1.256 -4.947 0.389 0.04
C 2.358 -4.139 0.352 -0.01
C 2.192 -2.753 0.238 -0.11
N 1.005 -2.195 0.126 -0.07
C -0.120 -2.977 0.200 -0.18
H -1.827 -0.571 -0.744 0.11
H -1.856 -0.421 0.854 0.07
H -3.471 -2.576 0.414 0.14
H -3.348 -5.050 0.600 0.12
H -1.167 -6.192 0.556 0.13
H 1.357 -6.020 0.486 0.14
H 3.361 -4.534 0.424 0.12
H 3.052 -2.098 0.262 0.07
C 1.113 5.087 0.362 0.03
C 2.104 4.004 0.173 -0.28
N 3.393 4.099 0.244 0.16
N 3.866 2.836 0.019 0.07
C 2.890 1.963 -0.189 -0.71
S 2.897 0.309 -0.497 0.73
N 1.764 2.686 -0.101 -0.06
N 0.508 2.075 -0.222 0.02
H 1.640 6.015 0.565 0.10
H 0.451 4.858 1.198 0.09
H 0.499 5.209 -0.530 0.10
H 4.857 2.657 0.032 0.18
H 0.115 2.263 -1.142 0.12
H -0.145 2.446 0.475 0.06
F -4.868 3.442 0.091 0.16
C -3.993 2.911 -0.751 -0.68
F -3.512 3.869 -1.544 0.14
F -4.607 1.997 -1.501 0.15
S -2.609 2.121 0.165 0.52
O -3.200 1.128 1.035 -0.29
O -1.924 3.213 0.831 -0.31
O -1.792 1.497 -0.901 -0.39
Se 0.783 0.188 2.261 0.81
C 0.478 -1.488 2.920 -0.72
N 0.280 -2.554 3.311 0.12
```

Values from the calculation:
Total charge: +1
E_HOMO: -12.34 eV
Energy: -4758.7007 hartree
Spin multiplicity: 1
ΔE to the lowest compared entry with this formula, charge and spin: 16.0 kcal/mol


(2)
ORCA calculation (ωB97M-V with the def2-TZVPD basis set) on 2 unconnected molecules or ions with the total composition C30H43 in a non-equilibrium geometry.

```
73
Properties=species:S:1:pos:R:3:lowdin_charge:R:1
C 6.473 0.770 0.753 0.04
C 5.816 1.778 1.358 -0.36
C 6.605 2.822 2.119 -0.07
C 4.290 1.858 1.318 -0.17
C 3.668 2.610 0.116 -0.16
C 2.144 2.710 0.130 -0.33
C 1.525 3.907 0.806 -0.06
C 1.344 1.798 -0.466 0.03
H 5.933 -0.004 0.207 0.06
H 7.559 0.692 0.828 0.07
H 5.957 3.569 2.588 0.07
H 7.206 2.350 2.912 0.09
H 7.315 3.349 1.463 0.08
H 3.897 0.829 1.298 0.11
H 3.954 2.350 2.242 0.11
H 4.069 3.637 0.122 0.12
H 3.994 2.113 -0.811 0.12
H 2.292 4.529 1.280 0.08
H 0.984 4.537 0.083 0.09
H 0.801 3.606 1.578 0.08
H 0.272 2.002 -0.566 0.05
H 1.752 0.910 -0.961 0.07
C -4.152 -4.609 -3.792 -0.05
C -3.025 -3.939 -3.060 -0.26
C -2.852 -4.150 -1.696 -0.01
C -1.799 -3.582 -0.982 -0.20
C -1.745 -3.970 0.472 -0.05
C -0.892 -2.728 -1.641 -0.12
C 0.290 -2.096 -0.906 -0.30
C 1.310 -3.154 -0.457 -0.03
C -0.128 -1.174 0.275 -0.14
C -0.928 -0.004 -0.096 0.09
C -1.676 0.823 0.762 -0.11
C -2.578 1.783 0.171 -0.17
C -2.802 1.820 -1.310 -0.03
C -3.285 2.668 0.967 0.02
C -3.173 2.666 2.359 -0.20
C -3.947 3.647 3.182 -0.02
C -2.332 1.718 2.945 0.02
C -1.596 0.803 2.207 -0.14
C -0.786 -0.186 2.984 -0.02
C -1.063 -2.506 -3.024 -0.21
C -0.111 -1.645 -3.815 -0.05
C -2.120 -3.101 -3.709 0.00
H -4.138 -4.339 -4.852 0.08
H -4.084 -5.704 -3.721 0.09
H -5.131 -4.325 -3.381 0.09
H -3.554 -4.801 -1.172 0.13
H -0.803 -3.759 0.977 0.05
H -2.552 -3.483 1.043 0.09
H -1.922 -5.054 0.566 0.10
H 0.827 -1.453 -1.614 0.11
H 1.643 -3.732 -1.327 0.10
H 2.183 -2.674 0.001 0.09
H 0.890 -3.858 0.266 0.07
H -0.676 -1.779 1.007 0.10
H 0.801 -0.824 0.755 0.14
H -1.015 0.176 -1.172 0.12
H -3.522 2.612 -1.545 0.09
H -1.889 2.034 -1.883 0.09
H -3.225 0.873 -1.675 0.11
H -3.968 3.379 0.500 0.13
H -3.758 3.489 4.246 0.09
H -3.677 4.683 2.940 0.10
H -5.027 3.552 3.015 0.10
H -2.276 1.689 4.035 0.13
H -0.771 0.116 4.042 0.09
H -1.240 -1.189 2.955 0.11
H 0.260 -0.255 2.658 0.09
H -0.417 -1.640 -4.869 0.08
H -0.107 -0.598 -3.474 0.08
H 0.922 -2.023 -3.778 0.09
H -2.233 -2.920 -4.778 0.12
```

Values from the calculation:
Total charge: +1
E_HOMO: -11.05 eV
Energy: -1168.6359 hartree
Spin multiplicity: 1
ΔE to the lowest compared entry with this formula, charge and spin: 18.5 kcal/mol


(3)
ORCA calculation (ωB97M-V with the def2-TZVPD basis set) on a molecular structure, C32H29N2P2Pt.

```
66
Properties=species:S:1:pos:R:3:lowdin_charge:R:1
Pt 0.832 0.708 -0.187 0.83
C 0.729 -1.419 2.197 -0.26
P -0.820 -0.568 1.575 1.03
C -2.230 -1.393 2.384 -0.37
C -2.152 -1.976 3.647 -0.10
C -3.277 -2.540 4.227 -0.07
C -4.490 -2.525 3.552 -0.07
C -4.575 -1.950 2.293 -0.07
C -3.447 -1.394 1.708 -0.10
C -0.880 1.045 2.441 -0.42
C -0.649 1.227 3.802 -0.10
C -0.657 2.501 4.349 -0.08
C -0.906 3.609 3.546 -0.07
C -1.164 3.440 2.195 -0.07
C -1.154 2.162 1.649 -0.16
C 1.595 -1.807 1.036 -0.38
C 2.138 -3.010 0.662 -0.04
C 2.762 -2.835 -0.609 -0.03
C 2.586 -1.525 -0.964 -0.39
C 2.739 -0.717 -2.213 -0.22
P 1.108 0.121 -2.320 0.91
C 1.194 1.518 -3.449 -0.35
C 0.398 1.593 -4.589 -0.07
C 0.517 2.682 -5.440 -0.06
C 1.427 3.691 -5.157 -0.06
C 2.215 3.623 -4.014 -0.07
C 2.094 2.543 -3.157 -0.10
C -0.038 -1.098 -2.986 -0.36
C -1.227 -1.376 -2.318 -0.09
C -2.102 -2.326 -2.826 -0.06
C -1.789 -3.000 -3.997 -0.06
C -0.601 -2.728 -4.664 -0.06
C 0.273 -1.782 -4.161 -0.09
N 1.932 -0.886 0.067 -0.16
H 0.477 -2.322 2.754 0.08
H 1.247 -0.747 2.886 0.07
H -1.213 -1.997 4.188 0.10
H -3.208 -2.993 5.208 0.11
H -5.367 -2.968 4.005 0.11
H -5.517 -1.941 1.762 0.11
H -3.516 -0.954 0.719 0.09
H -0.467 0.370 4.440 0.11
H -0.480 2.632 5.410 0.11
H -0.916 4.600 3.981 0.11
H -1.375 4.296 1.569 0.11
H -1.395 2.031 0.594 0.08
H 2.115 -3.918 1.243 0.11
H 3.282 -3.587 -1.179 0.11
H 2.954 -1.328 -3.089 0.10
H 3.505 0.058 -2.123 0.09
H -0.314 0.810 -4.811 0.10
H -0.101 2.742 -6.326 0.11
H 1.520 4.536 -5.826 0.11
H 2.919 4.412 -3.790 0.11
H 2.696 2.498 -2.255 0.10
H -1.452 -0.864 -1.391 0.05
H -3.021 -2.544 -2.300 0.11
H -2.469 -3.744 -4.390 0.11
H -0.358 -3.257 -5.576 0.11
H 1.197 -1.576 -4.691 0.11
C 3.020 2.090 3.895 -0.01
C 2.404 1.900 2.595 -0.19
N 1.928 1.743 1.566 0.12
H 2.243 2.130 4.656 0.08
H 3.582 3.023 3.900 0.10
H 3.697 1.262 4.099 0.10
```

Values from the calculation:
Total charge: +1
E_HOMO: -10.31 eV
Energy: -2148.1145 hartree
Spin multiplicity: 1


(4)
ORCA calculation (ωB97M-V with the def2-TZVPD basis set) on a molecular structure, C35H31AsN4O7P2SSe2V.

```
84
Properties=species:S:1:pos:R:3:lowdin_charge:R:1
V -1.861 1.297 1.075 0.94
O 0.165 -0.100 3.736 -0.22
As -1.506 0.072 4.127 1.11
O -1.936 0.790 5.482 -0.34
O -1.832 1.352 2.712 -0.37
C -2.070 -1.655 3.511 -0.25
C -1.250 -2.693 3.939 -0.06
C -1.574 -4.002 3.604 -0.03
C -2.697 -4.273 2.839 -0.03
C -3.507 -3.238 2.392 -0.02
C -3.193 -1.937 2.735 -0.27
S -4.148 -0.593 2.103 0.55
O -5.297 -1.072 1.414 -0.23
O -4.276 0.353 3.175 -0.26
O -3.132 -0.078 1.059 -0.57
H 0.748 0.621 4.029 0.08
H -0.363 -2.494 4.526 0.12
H -0.940 -4.806 3.952 0.12
H -2.947 -5.294 2.582 0.12
H -4.380 -3.423 1.780 0.13
Se 4.878 0.132 2.952 0.30
P 3.935 0.080 1.093 0.47
C 3.572 -1.604 0.526 -0.38
C 2.461 -2.265 1.048 -0.14
C 2.194 -3.574 0.681 -0.09
C 3.046 -4.238 -0.194 -0.07
C 4.179 -3.599 -0.676 -0.06
C 4.448 -2.287 -0.312 -0.08
C 4.773 0.937 -0.275 -0.34
C 5.667 1.953 0.037 -0.09
C 6.249 2.701 -0.977 -0.06
C 5.947 2.427 -2.303 -0.07
C 5.056 1.409 -2.619 -0.08
C 4.463 0.667 -1.608 -0.12
C 2.301 0.857 1.114 -0.41
C 1.172 0.584 0.364 -0.54
N 0.193 1.358 0.894 -0.17
N 0.716 2.113 1.865 -0.04
N 1.971 1.816 2.019 0.04
P 0.920 -0.353 -1.167 0.91
Se -0.881 -1.247 -0.115 0.98
C -1.944 -1.864 -1.600 -0.51
C -3.294 -1.548 -1.693 -0.11
C -4.029 -2.035 -2.766 -0.06
C -3.419 -2.819 -3.734 -0.06
C -2.071 -3.132 -3.627 -0.06
C -1.328 -2.663 -2.554 -0.12
C 0.132 0.970 -2.174 -0.41
C 1.014 1.632 -3.027 -0.09
C 0.583 2.705 -3.794 -0.06
C -0.744 3.108 -3.742 -0.06
C -1.636 2.434 -2.920 -0.07
C -1.198 1.376 -2.139 -0.13
H 1.810 -1.759 1.752 0.09
H 1.326 -4.080 1.084 0.10
H 2.838 -5.260 -0.482 0.11
H 4.860 -4.122 -1.333 0.11
H 5.344 -1.799 -0.675 0.11
H 5.913 2.140 1.076 0.07
H 6.946 3.490 -0.731 0.11
H 6.415 3.000 -3.094 0.11
H 4.834 1.182 -3.655 0.11
H 3.766 -0.125 -1.858 0.07
H -3.776 -0.949 -0.936 0.08
H -5.083 -1.800 -2.841 0.11
H -3.995 -3.193 -4.569 0.11
H -1.594 -3.748 -4.378 0.11
H -0.278 -2.915 -2.462 0.10
H 2.050 1.318 -3.080 0.08
H 1.283 3.217 -4.441 0.11
H -1.087 3.931 -4.354 0.11
H -2.681 2.723 -2.904 0.11
H -1.924 0.817 -1.555 0.05
N -1.541 5.357 0.878 0.26
C -2.032 4.140 0.874 -0.44
O -1.321 3.166 0.512 -0.08
C -3.421 3.795 1.277 -0.10
C -3.608 2.403 0.718 -0.10
H -0.566 5.493 0.655 0.15
H -2.095 6.145 1.167 0.14
H -4.153 4.516 0.906 0.14
H -3.483 3.787 2.369 0.15
H -3.605 2.385 -0.377 0.10
H -4.474 1.888 1.109 0.08
```

Values from the calculation:
Total charge: +1
E_HOMO: -9.85 eV
Energy: -11161.3711 hartree
Spin multiplicity: 1
ΔE to the lowest compared entry with this formula, charge and spin: 42.0 kcal/mol


(5)
ORCA calculation (ωB97M-V with the def2-TZVPD basis set) on a molecular structure, C16H16ClN3O2Pd.

```
39
Properties=species:S:1:pos:R:3:lowdin_charge:R:1
Pd 0.449 0.592 2.214 0.75
O 4.644 -2.172 7.054 0.11
N 4.982 -2.466 5.927 -0.33
O 5.885 -3.201 5.618 0.13
C 4.227 -1.828 4.819 -0.04
C 4.892 -1.662 3.659 0.10
C 4.271 -1.005 2.547 -0.10
C 4.894 -0.792 1.304 0.06
C 4.197 -0.158 0.306 0.01
C 2.886 0.272 0.534 -0.08
N 2.295 0.081 1.704 -0.03
C 2.966 -0.554 2.703 -0.13
C 2.265 -0.762 3.924 -0.13
N 0.984 -0.316 3.941 -0.04
C 0.249 -0.487 5.024 -0.06
C 0.761 -1.128 6.154 0.01
C 2.056 -1.584 6.159 0.07
C 2.863 -1.398 5.014 -0.03
H 5.907 -2.028 3.577 0.15
H 5.909 -1.130 1.142 0.14
H 4.640 0.016 -0.664 0.13
H 2.306 0.773 -0.226 0.08
H -0.769 -0.118 4.999 0.13
H 0.126 -1.260 7.018 0.13
H 2.458 -2.075 7.031 0.13
Cl -0.160 1.659 0.334 -0.11
C -3.188 5.672 -1.787 -0.01
C -2.200 4.793 -2.397 -0.03
C -0.538 5.828 -3.088 0.02
C -0.840 4.691 -1.978 -0.13
H -3.824 6.163 -2.523 0.12
H -2.773 6.363 -1.058 0.11
H -3.857 4.973 -1.255 0.14
H -2.507 4.197 -3.254 0.16
H -0.349 6.771 -2.585 0.11
H -1.346 6.021 -3.811 0.11
H 0.292 5.472 -3.691 0.11
H -0.311 3.776 -2.220 0.12
H -0.615 5.049 -0.979 0.13
```

Values from the calculation:
Total charge: +2
E_HOMO: -15.21 eV
Energy: -1521.4527 hartree
Spin multiplicity: 1
ΔE to the lowest compared entry with this formula, charge and spin: 6.8 kcal/mol


(6)
ORCA calculation (ωB97M-V with the def2-TZVPD basis set) on 2 unconnected molecules or ions with the total composition C9H13NO2 in a non-equilibrium geometry.

```
25
Properties=species:S:1:pos:R:3:lowdin_charge:R:1
C 3.431 2.959 -1.429 -0.09
C 2.512 1.767 -1.356 -0.11
C 2.694 0.738 -0.511 -0.33
C 3.804 0.786 0.505 -0.07
C 1.809 -0.384 -0.502 -0.11
C 1.063 -1.333 -0.420 0.12
C -2.650 -2.683 0.261 -0.02
C -2.666 -1.262 0.759 -0.43
C -4.016 -0.742 1.099 -0.08
H 4.249 2.892 -0.697 0.06
H 2.876 3.899 -1.238 0.08
H 3.871 3.088 -2.428 0.08
H 1.673 1.726 -2.046 0.11
H 3.851 -0.124 1.110 0.08
H 3.678 1.641 1.180 0.09
H 4.789 0.926 0.003 0.09
H 0.338 -2.127 -0.335 0.02
H -3.442 -3.241 0.769 0.07
H -1.690 -3.169 0.447 0.07
H -2.815 -2.664 -0.836 0.11
H -4.132 0.348 1.072 0.13
H -6.302 -0.194 0.823 0.09
N -4.999 -1.494 1.440 0.01
O -1.719 -0.507 0.801 0.08
O -6.204 -0.847 1.526 -0.04
```

Values from the calculation:
E_HOMO: -8.43 eV
Energy: -555.7994 hartree
Spin multiplicity: 1
ΔE to the lowest compared entry with this formula, charge and spin: 128.2 kcal/mol


| no. | E_LUMO (eV) |
| --- | --- |
| 1 | -5.3005 |
| 2 | -5.2351 |
| 3 | -3.9210 |
| 4 | -5.0092 |
| 5 | -7.5443 |
| 6 | -0.1307 |